ORCA calculation (ωB97M-V with the def2-TZVPD basis set) on C3H4ClN as an isolated structure at a distorted geometry.

Results
Spin multiplicity = 3
HOMO level (alpha / beta) = -8.7 / -10.1 eV
Lowest unoccupied orbital energy (alpha / beta) = -0.20 / -1.83 eV
Energy = -17182.4124 eV

Cartesian coordinates (Å):
C  -0.55727  0.28578  -0.87352
C  -1.34494  -0.39135  -1.65273
C  0.65559  -0.02252  0.09153
N  0.84140  0.53970  1.18295
Cl  1.02747  -0.80343  2.91062
H  -0.80700  1.31813  -0.58650
H  -1.15521  -1.12730  -2.49822
H  1.25612  -0.96455  -0.18650
H  0.08384  1.16553  1.61237

Cartesian forces (eV/Å) of the 2 atoms listed first:
C 1.19 1.26 2.67
C 1.49 -0.93 -2.30

Atom charges from the Löwdin analysis, given in e for atoms 1 to 4: atom 1 (C): -0.19, atom 2 (C): 0.12, atom 3 (C): -0.25, atom 4 (N): -0.17

ORCA calculation (ωB97M-V with the def2-TZVPD basis set) on the molecule C4H9NO.

Results
Spin multiplicity = 1
HOMO level = -9.7 eV
SMILES = CC(C)C(N)=O
Lowest unoccupied orbital energy = 0.91 eV
Energy = -7832.3022 eV

Cartesian coordinates (Å):
C  1.30150  0.80186  -0.11443
C  0.19408  -0.22824  0.14982
C  0.17760  -0.67216  1.60786
C  -1.15761  0.37349  -0.23199
N  -1.39313  0.45712  -1.57588
O  -1.97075  0.76137  0.58794
H  1.10981  1.71873  0.45510
H  1.37274  1.07057  -1.17450
H  2.27396  0.40370  0.19385
H  0.37162  -1.10194  -0.49276
H  -0.59239  -1.42950  1.78161
H  1.15045  -1.08770  1.89308
H  -0.05159  0.17679  2.25742
H  -0.67093  0.26524  -2.25154
H  -2.20447  0.97549  -1.87557

Cartesian forces (eV/Å) of the 2 atoms listed first:
C 0.05 0.08 -0.01
C 0.01 -0.06 0.02

Atom charges from the Löwdin analysis, given in e for atoms 1 to 4: atom 1 (C): -0.07, atom 2 (C): -0.36, atom 3 (C): -0.08, atom 4 (C): -0.53

ORCA calculation (ωB97M-V with the def2-TZVPD basis set) on C26H52As2N4PtSi4 as an isolated structure.

Results
Total charge = +2
Spin multiplicity = 5
HOMO level (alpha / beta) = -11.2 / -13.2 eV
Lowest unoccupied orbital energy (alpha / beta) = -4.54 / -7.60 eV
Energy = -190186.0646 eV

Cartesian coordinates (Å):
Pt  0.29766  -0.19465  -0.98215
C  0.00554  1.76605  2.43351
As  1.23725  0.84868  1.25637
C  1.52440  -0.73423  2.34585
C  2.92572  1.78974  1.42362
C  4.01945  1.09616  1.93642
C  5.24431  1.73229  2.07763
C  5.37966  3.06159  1.70679
C  4.29075  3.74669  1.18618
C  3.05469  3.12523  1.02337
As  1.49441  4.11968  0.35984
C  1.61450  5.63290  1.58773
C  2.26374  5.00666  -1.19903
H  0.49215  1.91555  3.39657
H  -0.87479  1.13588  2.55887
H  -0.29091  2.72085  2.00797
H  1.82427  -0.44197  3.35194
H  2.27672  -1.39173  1.91689
H  0.57677  -1.26668  2.39363
H  3.93013  0.06140  2.23748
H  6.08720  1.19276  2.48949
H  6.32677  3.56897  1.83744
H  4.41162  4.78591  0.90421
H  2.55657  6.16590  1.46587
H  1.53497  5.27632  2.61343
H  0.79178  6.31715  1.38733
H  3.28771  5.33098  -1.01962
H  1.64809  5.88157  -1.40593
H  2.22872  4.36268  -2.07520
N  4.81791  -0.65825  -1.22980
C  4.98010  0.62126  -1.70516
C  3.72641  1.14319  -1.79992
N  2.80555  0.20696  -1.39837
C  3.49186  -0.85848  -1.06496
C  2.80080  -2.05103  -0.60619
N  1.48188  -2.10755  -0.57629
C  1.16718  -3.37348  -0.13740
C  2.30261  -4.07600  0.10074
N  3.33640  -3.21958  -0.20580
H  5.56394  -1.31760  -1.08293
H  5.95089  1.04106  -1.90215
H  3.43647  2.11872  -2.14513
H  0.14880  -3.69550  -0.03953
H  2.46887  -5.08380  0.43806
H  4.31452  -3.44027  -0.11408
C  -0.43142  1.61841  -1.70207
H  -0.73878  2.28056  -0.89477
H  -1.25758  1.49622  -2.39644
H  0.39813  2.09886  -2.22590
C  -0.28962  -3.46493  -2.90217
Si  -1.57880  -2.19323  -2.57484
C  -1.44960  -0.85572  -3.83321
C  -3.25020  -2.96983  -2.39296
Si  -1.74650  -0.87396  -0.13843
Si  -3.96084  0.31354  -0.42737
C  -5.47376  -0.64456  0.00650
C  -4.09499  0.92425  -2.16663
C  -3.59211  1.70189  0.74654
Si  -2.95723  -2.40103  1.58734
C  -4.45189  -3.47398  1.36871
C  -3.19283  -1.14111  2.93467
C  -1.51693  -3.50760  2.00973
H  -0.45219  -3.76473  -3.94389
H  -0.38107  -4.35256  -2.27711
H  0.72211  -3.07281  -2.81779
H  -1.49107  -1.34353  -4.81452
H  -0.50036  -0.32314  -3.76359
H  -2.25200  -0.12836  -3.77677
H  -3.39288  -3.65095  -3.24088
H  -4.05536  -2.23523  -2.40948
H  -3.33249  -3.55747  -1.47703
H  -5.50276  -1.63074  -0.45646
H  -6.33365  -0.07689  -0.36409
H  -5.59265  -0.75657  1.08287
H  -4.19916  0.12409  -2.89729
H  -3.26947  1.57232  -2.45302
H  -5.01659  1.51634  -2.20082
H  -3.71976  1.40634  1.78724
H  -4.29382  2.51737  0.53682
H  -2.58093  2.09208  0.61310
H  -5.38517  -2.92375  1.44967
H  -4.42380  -4.21636  2.17248
H  -4.45903  -4.01712  0.42164
H  -4.13782  -0.60619  2.83280
H  -2.38432  -0.40913  2.98366
H  -3.21771  -1.67466  3.89086
H  -1.45721  -4.36430  1.33537
H  -1.70575  -3.89476  3.01751
H  -0.55414  -2.99903  2.02241

Cartesian forces (eV/Å) of the 2 atoms listed first:
Pt 0.47 -0.24 0.06
C -0.15 0.05 0.02

Atom charges from the Löwdin analysis, given in e for atoms 1 to 4: atom 1 (Pt): 0.64, atom 2 (C): -0.27, atom 3 (As): 1.12, atom 4 (C): -0.27